1.
Computed, not measured: a single C10H22OS2 molecule in a non-equilibrium geometry, with ωB97M-V with the def2-TZVPD basis set.

Atoms and positions in Å:
1 O -1.161 1.709 -1.501
2 S 0.184 0.393 0.547
3 S -1.301 0.393 -0.889
4 C 5.132 1.845 1.099
5 C 4.623 0.913 -1.179
6 C -4.648 -2.654 -0.711
7 C -3.094 -2.370 1.212
8 C 1.602 0.987 -0.413
9 C -2.754 0.599 0.199
10 C 2.786 0.951 0.563
11 C -3.867 -0.403 -0.228
12 C 4.063 1.664 0.022
13 C -3.441 -1.839 -0.175
14 H 5.692 0.875 1.248
15 H 4.632 2.144 2.046
16 H 5.833 2.638 0.878
17 H 3.909 0.979 -1.991
18 H 5.536 1.386 -1.501
19 H 4.842 -0.134 -0.948
20 H -4.977 -2.268 -1.693
21 H -5.518 -2.617 -0.029
22 H -4.414 -3.720 -0.809
23 H -3.990 -2.368 1.844
24 H -2.292 -1.776 1.630
25 H -2.720 -3.398 1.150
26 H 1.786 0.322 -1.247
27 H 1.413 2.020 -0.770
28 H -2.483 0.462 1.234
29 H -3.168 1.613 0.090
30 H 3.089 -0.062 0.865
31 H 2.480 1.464 1.485
32 H -4.169 -0.177 -1.270
33 H -4.753 -0.227 0.387
34 H 3.745 2.646 -0.296
35 H -2.597 -1.988 -0.850

The gap between HOMO and LUMO comes out at 9.6 eV. The HOMO energy comes out at -8.8 eV. Its charge is 0. As for the spin multiplicity: 1. The value obtained for the total energy is -1265.80357 Eh. The calculation puts the strongest force on any atom at 2.01 eV/Å.

Atom charges from the natural (NBO) analysis, given in e for atoms 1 to 6: -0.983 -0.017 1.150 -0.604 -0.608 -0.600

***

2.
Computed, not measured: a 2-piece molecular cluster, C10H22P2 overall in a non-equilibrium geometry, with ωB97M-V with the def2-TZVPD basis set.

Atoms and positions in Å:
1 C -1.654 -0.525 -0.406
2 C -3.983 0.316 -0.802
3 C -2.304 1.910 0.045
4 C -2.897 0.081 1.438
5 C 3.484 0.809 0.286
6 C 1.451 -0.237 1.180
7 C 3.563 -1.691 0.251
8 C 1.918 -0.473 -1.296
9 C -2.676 0.462 -0.040
10 C 2.579 -0.451 0.065
11 P -1.418 -2.190 -0.422
12 P 0.794 1.015 -1.596
13 H -4.647 -0.373 -0.318
14 H -4.512 1.374 -0.718
15 H -4.010 0.046 -1.860
16 H -2.117 2.392 -0.945
17 H -3.142 2.495 0.480
18 H -1.503 2.013 0.729
19 H -3.525 -0.778 1.411
20 H -3.398 0.712 2.102
21 H -2.004 -0.244 1.919
22 H 3.990 0.642 1.246
23 H 2.799 1.610 0.231
24 H 4.310 0.913 -0.394
25 H 0.686 -1.079 1.340
26 H 0.963 0.726 0.867
27 H 1.910 -0.170 2.091
28 H 4.352 -1.649 -0.537
29 H 3.982 -1.564 1.263
30 H 2.921 -2.580 0.137
31 H 2.750 -0.583 -2.096
32 H 1.150 -1.243 -1.281
33 H -0.399 -2.084 -1.418
34 H 0.586 0.395 -2.950

Its relative energy (zero: lowest compared OMol25 entry of this formula, charge and spin) is 4.030 eV. The gap between HOMO and LUMO (spin up / spin down) comes out at 7.4 / 7.6 eV. The HOMO energy (spin up / spin down) comes out at -7.9 / -7.9 eV. Its charge is 0. As for the spin multiplicity: 1. The value obtained for the total energy is -1076.70210 Eh. The calculation puts the strongest force on any atom at 3.42 eV/Å.

Atom charges from the natural (NBO) analysis, given in e for atoms 1 to 6: -0.242 -0.583 -0.575 -0.582 -0.621 -0.618

***

Copy entry 2 word for word.
Computed, not measured: a 2-piece molecular cluster, C10H22P2 overall in a non-equilibrium geometry, with ωB97M-V with the def2-TZVPD basis set.

Atoms and positions in Å:
1 C -1.654 -0.525 -0.406
2 C -3.983 0.316 -0.802
3 C -2.304 1.910 0.045
4 C -2.897 0.081 1.438
5 C 3.484 0.809 0.286
6 C 1.451 -0.237 1.180
7 C 3.563 -1.691 0.251
8 C 1.918 -0.473 -1.296
9 C -2.676 0.462 -0.040
10 C 2.579 -0.451 0.065
11 P -1.418 -2.190 -0.422
12 P 0.794 1.015 -1.596
13 H -4.647 -0.373 -0.318
14 H -4.512 1.374 -0.718
15 H -4.010 0.046 -1.860
16 H -2.117 2.392 -0.945
17 H -3.142 2.495 0.480
18 H -1.503 2.013 0.729
19 H -3.525 -0.778 1.411
20 H -3.398 0.712 2.102
21 H -2.004 -0.244 1.919
22 H 3.990 0.642 1.246
23 H 2.799 1.610 0.231
24 H 4.310 0.913 -0.394
25 H 0.686 -1.079 1.340
26 H 0.963 0.726 0.867
27 H 1.910 -0.170 2.091
28 H 4.352 -1.649 -0.537
29 H 3.982 -1.564 1.263
30 H 2.921 -2.580 0.137
31 H 2.750 -0.583 -2.096
32 H 1.150 -1.243 -1.281
33 H -0.399 -2.084 -1.418
34 H 0.586 0.395 -2.950

Its relative energy (zero: lowest compared OMol25 entry of this formula, charge and spin) is 4.030 eV. The gap between HOMO and LUMO (spin up / spin down) comes out at 7.4 / 7.6 eV. The HOMO energy (spin up / spin down) comes out at -7.9 / -7.9 eV. Its charge is 0. As for the spin multiplicity: 1. The value obtained for the total energy is -1076.70210 Eh. The calculation puts the strongest force on any atom at 3.42 eV/Å.

Atom charges from the natural (NBO) analysis, given in e for atoms 1 to 6: -0.242 -0.583 -0.575 -0.582 -0.621 -0.618

***

The highest strongest force on any atom belongs to which entry? C10H22P2